Molecular formula: C5H8O2
Method: DFT, wB97M-V/def2-TZVPD

Results
- calculated total energy (hartree) = -345.75815
- SMILES string = O=C1CC[C@@H]1CO
- orbital gap (eV) = 10.38
- ΔE to the lowest compared entry with this formula, charge and spin (kcal/mol) = 29.4
- HOMO energy (eV) = -9.6

```
! wB97M-V def2-TZVPD RIJCOSX def2/J DEFGRID3
* xyz 0 1
O -1.05986 -2.11355 0.21725
C -0.96559 -0.91552 0.18899
C -1.91910 0.22731 -0.15401
C -0.65726 1.09715 -0.39945
C 0.22606 0.03496 0.31251
C 1.58016 -0.41784 -0.23324
O 2.66772 -0.03572 0.58622
H -2.60788 0.05204 -0.98495
H -2.49169 0.54133 0.72589
H -0.65612 2.09680 0.03943
H -0.41865 1.17544 -1.46502
H 0.34749 0.30165 1.37089
H 1.55787 -1.50822 -0.38114
H 1.76426 0.04304 -1.20898
H 2.63258 -0.57886 1.38559
*
```

From a Löwdin analysis of the wavefunction, the atomic charges in e read: O 0.1108; C -0.3737; C -0.0775; C -0.1215; C -0.2066; C -0.2189; O -0.0652; H 0.1149; H 0.1198; H 0.1073; H 0.1123; H 0.1581; H 0.1247; H 0.1243; H 0.0912

Molecular formula: C2H4N2OS2
Method: DFT, wB97M-V/def2-TZVPD

Results
- calculated total energy (hartree) = -1059.51684
- orbital gap (eV) = 8.65
- ΔE to the lowest compared entry with this formula, charge and spin (kcal/mol) = 142.1
- HOMO energy (eV) = -9.1

```
! wB97M-V def2-TZVPD RIJCOSX def2/J DEFGRID3
* xyz 0 1
C 1.12408 -0.82061 0.09366
C -1.65703 -0.03451 0.07462
H 1.91152 1.10578 1.99982
H 0.82689 -2.00058 -0.09584
H -2.02913 -0.32070 1.04826
H -1.10120 0.86464 -1.85684
N 2.35165 -0.92588 0.63344
N -2.62093 0.24724 -0.90796
O -2.14903 0.64550 -2.09061
S 3.28320 0.48628 1.14373
S 0.05998 0.75285 -0.04229
*
```

From a Löwdin analysis of the wavefunction, the atomic charges in e read: C -0.5265; C -0.3675; H 0.0144; H 0.1415; H 0.0513; H 0.0796; N -0.5080; N -0.0896; O -0.1202; S 0.5400; S 0.7851

Copy entry 2 word for word.
Molecular formula: C2H4N2OS2
Method: DFT, wB97M-V/def2-TZVPD

Results
- calculated total energy (hartree) = -1059.51684
- orbital gap (eV) = 8.65
- ΔE to the lowest compared entry with this formula, charge and spin (kcal/mol) = 142.1
- HOMO energy (eV) = -9.1

```
! wB97M-V def2-TZVPD RIJCOSX def2/J DEFGRID3
* xyz 0 1
C 1.12408 -0.82061 0.09366
C -1.65703 -0.03451 0.07462
H 1.91152 1.10578 1.99982
H 0.82689 -2.00058 -0.09584
H -2.02913 -0.32070 1.04826
H -1.10120 0.86464 -1.85684
N 2.35165 -0.92588 0.63344
N -2.62093 0.24724 -0.90796
O -2.14903 0.64550 -2.09061
S 3.28320 0.48628 1.14373
S 0.05998 0.75285 -0.04229
*
```

From a Löwdin analysis of the wavefunction, the atomic charges in e read: C -0.5265; C -0.3675; H 0.0144; H 0.1415; H 0.0513; H 0.0796; N -0.5080; N -0.0896; O -0.1202; S 0.5400; S 0.7851

Question: Number 1 is which compound?
Answer: C5H8O2

Question: Which of these has the highest HOMO energy?
Answer: C2H4N2OS2